(1)
Molecular formula: C26H62O13S9
Method: DFT, ωB97M-V with the def2-TZVPD basis set

Computed properties:
Energy above the lowest of the compared OMol25 structures with the same formula, charge and spin = 8.2 kcal/mol
Highest occupied orbital energy = -7.97 eV
E_tot = -5589.41084 a.u.
Molecular weight = 871.372 Da

Geometry (Å):
C1 15.779 11.123 8.627
C2 16.734 10.488 9.598
C3 16.150 10.899 10.962
S1 14.378 10.628 10.811
O1 13.688 11.806 11.300
O2 13.972 9.359 11.255
C4 14.388 10.716 8.982
H1 16.078 10.878 7.617
H2 15.879 12.207 8.697
H3 17.791 10.712 9.686
H4 16.624 9.410 9.441
H5 16.374 11.931 11.238
H6 16.533 10.218 11.731
H7 13.535 11.364 8.779
H8 14.184 9.674 8.739
C5 15.820 10.387 19.592
C6 16.037 10.994 20.953
C7 14.738 10.968 21.685
S2 13.488 11.384 20.466
O3 13.283 12.818 20.465
O4 12.355 10.533 20.619
C8 14.521 10.958 19.026
H9 15.663 9.346 19.896
H10 16.584 10.418 18.817
H11 16.310 12.049 20.866
H12 16.921 10.540 21.405
H13 14.628 11.682 22.496
H14 14.581 9.948 22.019
H15 14.720 11.946 18.591
H16 13.978 10.395 18.279
C9 19.008 14.110 18.610
C10 17.877 13.056 18.620
C11 17.785 12.548 17.202
S3 17.814 13.993 16.196
O5 16.496 14.601 16.173
O6 18.449 13.702 14.903
C12 18.885 14.919 17.318
H17 19.953 13.574 18.684
H18 19.015 14.672 19.539
H19 16.893 13.378 18.950
H20 18.091 12.325 19.393
H21 16.878 11.951 17.082
H22 18.622 11.928 16.891
H23 18.416 15.875 17.545
H24 19.821 15.124 16.811
C13 11.018 13.999 10.317
C14 11.119 15.206 11.223
C15 9.770 15.455 11.813
S4 8.915 13.880 11.967
O7 7.702 13.868 11.157
O8 8.792 13.550 13.355
C16 10.249 12.938 11.125
H25 11.991 13.577 10.073
H26 10.438 14.261 9.435
H27 11.412 16.053 10.621
H28 11.821 14.948 12.015
H29 9.044 16.001 11.200
H30 9.801 15.851 12.827
H31 9.769 12.218 10.476
H32 10.847 12.547 11.946
C17 14.982 8.088 14.648
S5 16.387 8.204 15.771
O9 16.608 9.639 15.989
C18 15.494 7.553 17.193
H33 15.345 8.540 13.727
H34 14.101 8.564 15.087
H35 14.764 7.044 14.423
H36 16.172 7.471 18.046
H37 15.076 6.581 16.942
H38 14.792 8.379 17.387
C19 14.590 16.469 19.267
S6 12.909 16.930 19.809
O10 12.634 18.253 19.262
C20 12.037 15.712 18.811
H39 14.750 16.945 18.304
H40 14.655 15.396 19.422
H41 15.231 16.954 20.008
H42 12.292 15.825 17.758
H43 10.980 15.905 18.981
H44 12.280 14.700 19.123
C21 11.599 18.856 15.667
S7 12.160 17.808 14.252
O11 11.547 16.490 14.304
C22 11.360 18.741 12.922
H45 11.919 19.841 15.346
H46 12.189 18.403 16.450
H47 10.545 18.605 15.741
H48 11.615 18.111 12.061
H49 11.747 19.761 12.845
H50 10.274 18.667 12.995
C23 7.482 11.541 16.956
S8 8.245 11.885 18.571
O12 7.771 10.869 19.526
C24 9.961 11.446 18.186
H51 8.163 11.725 16.127
H52 6.632 12.192 16.759
H53 7.105 10.520 17.019
H54 10.004 10.366 18.269
H55 10.557 11.934 18.956
H56 10.190 11.797 17.186
C25 14.525 12.145 14.559
S9 12.821 11.518 14.883
O13 12.803 10.998 16.275
C26 11.961 13.101 14.887
H57 15.042 11.928 15.484
H58 14.372 13.199 14.392
H59 14.823 11.445 13.799
H60 11.885 13.493 13.875
H61 12.501 13.699 15.614
H62 10.986 12.850 15.286

(2)
Molecular formula: CH3NO3PS
Method: DFT, ωB97M-V with the def2-TZVPD basis set

Computed properties:
Energy above the lowest of the compared OMol25 structures with the same formula, charge and spin = 39.9 kcal/mol
Charge = +1
Highest occupied orbital energy = -16.25 eV
E_tot = -1059.63434 a.u.
Molecular weight = 140.080 Da

Geometry (Å):
C1 -2.334 2.443 -0.239
N1 -3.383 2.094 -0.057
O1 -0.387 -0.231 -1.266
O2 1.565 0.156 0.306
O3 -0.938 -0.006 1.022
P1 0.043 0.571 -0.034
S1 -0.146 2.636 0.066
H1 0.134 -0.606 -2.029
H2 1.694 -0.044 1.252
H3 -1.451 -0.644 0.680

(3)
Molecular formula: CH3NOS
Method: DFT, ωB97M-V with the def2-TZVPD basis set

Computed properties:
Energy above the lowest of the compared OMol25 structures with the same formula, charge and spin = 71.8 kcal/mol
Highest occupied orbital energy (alpha / beta) = -8.72 / -8.72 eV
E_tot = -567.98634 a.u.
Molecular weight = 77.108 Da

Geometry (Å):
O1 -0.842 0.046 -0.916
N1 0.412 0.402 -0.457
C1 0.700 0.273 0.889
S1 2.277 0.711 1.471
H1 -0.730 -0.897 -0.943
H2 0.797 1.293 -0.739
H3 0.229 -0.353 1.668

(4)
Molecular formula: C9H11NO2S
Method: DFT, ωB97M-V with the def2-TZVPD basis set

Computed properties:
Energy above the lowest of the compared OMol25 structures with the same formula, charge and spin = 61.8 kcal/mol
Highest occupied orbital energy = -8.20 eV
E_tot = -952.89510 a.u.
Molecular weight = 197.259 Da

Geometry (Å):
C1 0.842 -0.879 1.903
C2 -0.348 -1.237 1.361
C3 -2.004 0.761 0.511
C4 0.032 1.507 -0.406
C5 1.790 -0.025 1.208
C6 1.685 -0.384 -0.357
C7 -0.745 -0.775 0.125
C8 0.284 0.060 -0.716
C9 -0.008 -0.018 -2.232
N1 -1.221 1.816 0.234
O1 -3.089 0.598 0.930
O2 0.676 2.468 -0.774
S1 -1.892 -1.781 -0.959
H1 1.067 -1.206 2.913
H2 -0.876 -1.836 2.152
H3 1.353 1.026 1.299
H4 2.771 -0.109 1.481
H5 2.475 0.102 -0.899
H6 1.711 -1.399 -0.402
H7 -1.035 0.341 -2.576
H8 0.283 -1.039 -2.431
H9 0.769 0.702 -2.749
H10 -1.543 2.828 0.468
H11 -2.975 -1.521 -0.084

(5)
Molecular formula: CH4BNa6O3
Method: DFT, ωB97M-V with the def2-TZVPD basis set

Computed properties:
Energy above the lowest of the compared OMol25 structures with the same formula, charge and spin = 6.8 kcal/mol
Charge = +3
Highest occupied orbital energy = -18.11 eV
E_tot = -1264.07386 a.u.
Molecular weight = 212.792 Da

Geometry (Å):
Na1 15.068 -2.350 -18.271
Na2 19.842 -4.700 -17.494
Na3 16.654 -1.799 -15.039
Na4 16.943 -4.475 -19.612
Na5 17.826 -1.172 -19.917
Na6 18.061 -4.571 -14.424
C1 18.113 -2.455 -17.420
O1 17.249 -1.474 -17.524
O2 18.372 -2.924 -16.245
O3 18.611 -2.951 -18.482
B1 18.437 -6.485 -19.085
H1 17.388 -6.905 -19.541
H2 19.131 -6.098 -20.003
H3 18.205 -5.548 -18.384
H4 18.920 -7.359 -18.414

(6)
Molecular formula: C39H43FIN3O6SSi
Method: DFT, ωB97M-V with the def2-TZVPD basis set

Computed properties:
Highest occupied orbital energy = -9.65 eV
E_tot = -3213.00003 a.u.
Molecular weight = 855.843 Da

Geometry (Å):
C1 4.150 2.244 -1.621
C2 4.052 2.998 -2.959
C3 2.843 2.602 -3.817
C4 2.141 3.775 -4.513
C5 1.508 4.789 -3.561
C6 0.642 4.145 -2.467
C7 -0.565 4.998 -2.074
C8 -1.717 4.899 -3.089
C9 -3.059 4.459 -2.489
Si1 -3.257 2.670 -1.993
I1 -1.417 1.648 -0.744
C10 -3.875 1.487 -3.298
C11 -2.999 1.383 -4.560
N1 -1.604 1.707 -4.256
N2 -3.203 0.006 -5.065
N3 -3.432 2.282 -5.609
S1 -4.947 2.728 -0.517
O1 -6.097 2.177 -1.167
O2 -5.057 4.041 0.041
F1 -4.568 1.761 0.672
H1 3.465 1.397 -1.596
H2 3.914 2.881 -0.771
H3 5.154 1.856 -1.463
H4 4.045 4.070 -2.764
H5 4.957 2.810 -3.536
H6 3.147 1.894 -4.591
H7 2.116 2.063 -3.207
H8 2.866 4.269 -5.164
H9 1.371 3.356 -5.168
H10 0.900 5.496 -4.131
H11 2.294 5.381 -3.088
H12 1.261 3.948 -1.590
H13 0.290 3.179 -2.831
H14 -0.908 4.699 -1.083
H15 -0.229 6.032 -1.978
H16 -1.884 5.899 -3.495
H17 -1.432 4.281 -3.938
H18 -3.834 4.604 -3.251
H19 -3.338 5.118 -1.667
H20 -4.907 1.728 -3.550
H21 -3.926 0.509 -2.812
H22 -1.175 2.087 -5.093
H23 -1.082 0.869 -4.035
H24 -2.580 -0.107 -5.861
H25 -2.864 -0.642 -4.360
H26 -2.844 3.098 -5.693
H27 -4.391 2.570 -5.502
O3 -3.901 -4.273 5.397
C12 -3.938 -3.929 4.235
C13 -3.800 -4.925 3.134
C14 -3.651 -6.268 3.455
C15 -3.550 -7.212 2.447
C16 -3.596 -6.818 1.114
C17 -3.732 -5.480 0.788
C18 -3.830 -4.528 1.795
C19 -3.959 -3.090 1.423
O4 -3.930 -2.741 0.262
C20 -4.121 -2.097 2.523
C21 -4.275 -0.756 2.196
C22 -4.447 0.183 3.200
C23 -4.466 -0.221 4.532
C24 -4.303 -1.555 4.863
C25 -4.126 -2.499 3.860
H28 -3.620 -6.564 4.494
H29 -3.437 -8.258 2.699
H30 -3.525 -7.559 0.328
H31 -3.764 -5.163 -0.244
H32 -4.262 -0.467 1.158
H33 -4.571 1.227 2.957
H34 -4.608 0.513 5.314
H35 -4.313 -1.874 5.896
O5 6.031 -1.217 0.918
C26 5.673 -1.721 1.962
C27 6.597 -2.577 2.759
C28 7.894 -2.778 2.303
C29 8.775 -3.546 3.044
C30 8.365 -4.117 4.244
C31 7.071 -3.931 4.697
C32 6.181 -3.164 3.956
C33 4.786 -2.991 4.454
O6 4.412 -3.541 5.467
C34 3.869 -2.118 3.667
C35 2.573 -1.914 4.126
C36 1.713 -1.089 3.422
C37 2.145 -0.463 2.257
C38 3.431 -0.669 1.791
C39 4.297 -1.500 2.490
H36 8.202 -2.326 1.371
H37 9.785 -3.700 2.688
H38 9.059 -4.711 4.825
H39 6.741 -4.375 5.626
H40 2.250 -2.404 5.034
H41 0.705 -0.930 3.780
H42 1.474 0.186 1.711
H43 3.774 -0.189 0.885

(7)
Molecular formula: C16H20N2O
Method: DFT, ωB97M-V with the def2-TZVPD basis set

Computed properties:
Energy above the lowest of the compared OMol25 structures with the same formula, charge and spin = 14.7 kcal/mol
Highest occupied orbital energy = -8.07 eV
E_tot = -806.45755 a.u.
Molecular weight = 256.349 Da

Geometry (Å):
C1 -1.652 0.127 -2.152
C2 -1.404 -1.280 -1.614
C3 -2.598 -2.178 -1.959
C4 -2.372 -3.601 -1.465
C5 -2.100 -3.565 0.033
C6 -0.930 -2.629 0.314
N1 -1.243 -1.290 -0.160
C7 -0.362 -0.278 0.380
C8 1.071 -0.261 -0.141
O1 1.520 -1.141 -0.852
C9 1.892 0.888 0.239
C10 3.151 1.077 -0.290
N2 3.707 2.206 0.201
C11 2.832 2.793 1.077
C12 2.981 3.956 1.818
C13 1.940 4.326 2.641
C14 0.784 3.549 2.721
C15 0.632 2.393 1.986
C16 1.664 1.993 1.135
H1 -1.947 0.065 -3.197
H2 -0.756 0.740 -2.094
H3 -2.453 0.609 -1.596
H4 -0.506 -1.691 -2.107
H5 -2.752 -2.175 -3.040
H6 -3.491 -1.766 -1.483
H7 -3.244 -4.222 -1.683
H8 -1.511 -4.033 -1.981
H9 -1.869 -4.564 0.409
H10 -2.985 -3.195 0.555
H11 -0.754 -2.576 1.392
H12 -0.021 -3.028 -0.163
H13 -0.314 -0.423 1.465
H14 -0.804 0.705 0.198
H15 3.659 0.452 -0.999
H16 4.618 2.563 -0.035
H17 3.884 4.545 1.751
H18 2.018 5.225 3.234
H19 -0.012 3.864 3.380
H20 -0.273 1.816 2.081

(8)
Molecular formula: C32H85N5O14
Method: DFT, ωB97M-V with the def2-TZVPD basis set

Computed properties:
Energy above the lowest of the compared OMol25 structures with the same formula, charge and spin = 13.6 kcal/mol
Highest occupied orbital energy = -9.04 eV
E_tot = -2597.09621 a.u.
Molecular weight = 764.053 Da

Geometry (Å):
C1 11.372 11.240 18.970
O1 11.215 12.627 18.739
C2 12.053 13.145 17.729
C3 11.569 14.473 17.190
C4 10.226 14.320 16.486
N1 12.570 14.994 16.267
H1 10.997 10.644 18.128
H2 10.760 11.031 19.817
H3 12.363 10.914 19.156
H4 13.063 13.234 18.111
H5 11.997 12.420 16.924
H6 11.401 15.130 18.023
H7 10.320 13.607 15.662
H8 9.883 15.246 16.040
H9 9.298 14.125 17.028
H10 13.433 15.056 16.811
H11 12.470 15.825 15.639
C5 11.005 11.472 11.660
O2 10.140 12.364 10.976
C6 8.976 12.646 11.724
C7 7.946 13.338 10.778
C8 8.517 14.715 10.358
N2 6.607 13.349 11.359
H12 10.478 10.514 11.788
H13 11.255 11.796 12.721
H14 11.872 11.341 11.032
H15 8.718 11.682 12.249
H16 9.239 13.372 12.524
H17 7.935 12.682 9.898
H18 9.610 14.531 10.431
H19 8.253 15.431 11.111
H20 8.227 15.111 9.395
H21 6.286 12.421 11.669
H22 6.660 13.958 12.191
C9 17.362 15.829 8.260
O3 16.794 16.922 8.920
C10 17.147 17.041 10.280
C11 16.409 16.152 11.198
N3 16.403 16.631 12.571
C12 15.483 17.677 12.964
C13 14.046 17.426 12.465
O4 13.570 16.165 12.799
C14 12.213 15.970 12.374
H23 16.923 15.829 7.275
H24 17.105 14.868 8.751
H25 18.459 15.885 8.118
H26 16.905 18.061 10.626
H27 18.224 17.074 10.353
H28 16.873 15.180 11.144
H29 15.383 16.071 10.739
H30 16.164 15.788 13.122
H31 15.818 18.626 12.560
H32 15.563 17.726 14.023
H33 14.028 17.587 11.366
H34 13.340 18.149 12.909
H35 11.927 14.920 12.307
H36 12.016 16.399 11.339
H37 11.526 16.547 13.061
C15 9.323 10.368 15.406
O5 10.699 10.230 15.255
C16 10.970 8.954 14.667
C17 12.457 8.758 14.554
N4 13.090 8.735 15.876
C18 14.518 8.478 15.801
C19 15.127 8.967 17.069
O6 14.911 10.357 17.278
C20 15.664 10.938 18.298
H38 9.010 9.576 16.116
H39 8.643 10.331 14.535
H40 9.240 11.363 15.917
H41 10.503 8.879 13.685
H42 10.563 8.126 15.328
H43 12.961 9.463 13.892
H44 12.658 7.791 14.107
H45 13.001 9.598 16.356
H46 15.081 9.034 15.020
H47 14.671 7.419 15.648
H48 16.232 8.848 17.148
H49 14.658 8.443 17.937
H50 15.453 12.013 18.306
H51 16.740 10.925 18.052
H52 15.425 10.377 19.243
C21 14.831 14.396 20.122
O7 14.951 14.843 18.768
C22 16.246 14.894 18.250
C23 16.286 15.969 17.106
N5 16.140 17.300 17.712
C24 16.017 18.281 16.639
C25 15.966 19.728 17.183
O8 14.628 20.046 17.609
C26 14.480 21.420 17.622
H53 15.055 13.345 20.273
H54 13.766 14.419 20.313
H55 15.382 15.070 20.790
H56 16.657 13.895 17.933
H57 16.954 15.349 19.000
H58 15.595 15.787 16.249
H59 17.293 15.912 16.669
H60 15.279 17.335 18.160
H61 15.140 18.166 15.955
H62 16.885 18.117 15.946
H63 16.176 20.362 16.315
H64 16.653 19.978 17.982
H65 14.415 21.789 16.573
H66 15.362 21.852 18.087
H67 13.493 21.530 18.167
O9 18.097 13.937 14.794
C27 18.835 14.124 13.606
C28 19.679 15.376 13.662
O10 18.941 16.565 13.844
H68 17.471 14.678 14.814
H69 19.504 13.272 13.511
H70 18.184 14.148 12.712
H71 20.237 15.545 12.731
H72 20.380 15.305 14.527
H73 18.229 16.640 13.240
O11 15.515 14.009 13.859
C29 15.178 13.091 14.899
C30 13.883 12.431 14.562
O12 12.945 13.290 13.887
H74 14.667 14.363 13.573
H75 15.979 12.346 15.021
H76 15.099 13.628 15.844
H77 13.446 12.034 15.518
H78 14.069 11.521 13.945
H79 12.665 13.918 14.593
O13 13.990 12.291 11.213
C31 15.230 12.132 10.685
C32 16.103 11.250 11.544
O14 15.608 9.979 11.646
H80 14.065 13.003 11.891
H81 15.182 11.699 9.693
H82 15.782 13.017 10.621
H83 16.094 11.744 12.569
H84 17.105 11.207 11.199
H85 14.638 9.943 11.529